w:
Below is a 4-piece molecular cluster, C3H11NO3S overall, with properties calculated with ωB97M-V/def2-TZVPD.

Summary:
LUMO energy in eV: -4.59
E_HOMO in eV: -9.21

ORCA input file:
```
! wB97M-V def2-TZVPD RIJCOSX def2/J DEFGRID3
* xyz 0 1
O -2.0751 -0.0747 1.3908
C -1.3687 -1.0319 1.6003
N -1.0387 -2.0685 0.7912
C 0.1491 -1.5628 0.1765
C -0.2623 -0.6240 -0.9876
S -0.9035 -1.4744 -2.4422
H -0.8981 -1.1206 2.6102
H 0.0557 1.5168 1.6047
H 0.7729 -2.3747 -0.2139
H 0.8306 -1.0484 0.8884
H 0.7174 -0.2212 -1.3259
H -0.9923 0.1096 -0.6766
H -2.1032 -0.8037 -2.4294
H 0.8718 3.2766 -1.0829
H 0.9885 1.8640 -0.7317
O 0.3601 2.4631 -1.1740
H -0.0935 2.2464 1.5081
H 2.9457 0.4009 0.4280
O 2.0438 0.5275 0.0660
*
```

Atom charges from the Mulliken analysis, given in e for atoms 1 to 2: number 1, O, carries -0.4019; number 2, C, carries 0.2045


x:
Below is a 4-piece molecular cluster, C3H11NO3S overall, with properties calculated with ωB97M-V/def2-TZVPD.

Summary:
LUMO energy in eV: -3.84
E_HOMO in eV: -9.50

ORCA input file:
```
! wB97M-V def2-TZVPD RIJCOSX def2/J DEFGRID3
* xyz 0 1
O -2.0477 -1.0306 1.6871
C -0.9259 -0.5303 1.5887
N 0.0109 -0.8972 0.7070
C 1.3579 -0.4475 0.8579
C 1.9908 -0.2454 -0.5419
S 3.7595 0.2736 -0.2602
H -0.4029 0.0654 2.3939
H -1.0732 1.2973 0.7078
H 1.9493 -1.1891 1.3783
H 1.3402 0.5361 1.3237
H 1.4430 0.5116 -1.1029
H 1.8680 -1.1948 -1.0846
H 4.3821 -0.1381 -1.3743
H -4.0477 0.3643 -0.8580
H -3.0696 0.0042 0.2879
O -3.1107 0.3165 -0.6454
H -1.0892 1.2672 -1.0976
H -1.4396 0.1196 -1.9905
O -0.8953 0.9172 -1.9767
*
```

Atom charges from the Mulliken analysis, given in e for atoms 1 to 2: number 1, O, carries -0.6083; number 2, C, carries -0.3344


Which of them is the least stable? Correct choice: w.


w:
Below is C3H2ClF as an isolated structure, with properties calculated with ωB97M-V/def2-TZVPD.

Summary:
LUMO energy in eV: 0.30
E_HOMO in eV: -10.34

ORCA input file:
```
! wB97M-V def2-TZVPD RIJCOSX def2/J DEFGRID3
* xyz 0 1
C 0.3389 -0.3397 0.1517
C -0.2605 -0.3903 -1.0756
C -1.2309 -0.7269 -1.8227
H -0.0169 -1.3254 0.4716
H -1.6567 -1.4397 -2.8720
F 1.7086 -0.2200 0.0203
Cl -0.3993 0.7933 1.0998
*
```

Atom charges from the Mulliken analysis, given in e for atoms 1 to 2: number 1, C, carries 0.5798; number 2, C, carries -0.3609


x:
Below is a single C3H2ClF molecule, with properties calculated with ωB97M-V/def2-TZVPD.

Summary:
SMILES string: C#C[C@H](F)Cl
LUMO energy in eV: 0.45
E_HOMO in eV: -11.03

ORCA input file:
```
! wB97M-V def2-TZVPD RIJCOSX def2/J DEFGRID3
* xyz 0 1
C 0.6963 0.3820 0.1570
C -0.5444 -0.2263 -0.1356
C -1.6399 -0.6025 -0.2689
H 0.9231 0.3121 1.1219
H -2.6288 -0.9309 -0.3257
F 0.8792 1.6410 -0.3181
Cl 2.3145 -0.5754 -0.2305
*
```

Atom charges from the Mulliken analysis, given in e for atoms 1 to 2: number 1, C, carries -0.0404; number 2, C, carries -0.3611


y:
Below is a 2-piece molecular cluster, C3H2ClF overall, with properties calculated with ωB97M-V/def2-TZVPD.

Summary:
LUMO energy in eV: -1.12
E_HOMO in eV: -10.73

ORCA input file:
```
! wB97M-V def2-TZVPD RIJCOSX def2/J DEFGRID3
* xyz 0 1
C 0.0795 -0.5622 -0.2322
C 0.6664 -1.4772 -0.7581
C -0.3408 0.7039 0.3852
F -1.8736 1.6942 0.8046
Cl 1.5723 -2.6518 -1.4184
H -0.0301 1.5473 -0.2135
H -0.0737 0.7458 1.4325
*
```

Atom charges from the Mulliken analysis, given in e for atoms 1 to 2: number 1, C, carries -0.1565; number 2, C, carries 0.6071


Which of them is the least stable? Correct choice: y.


w:
Below is a single C22H27N3O4 molecule, with properties calculated with ωB97M-V/def2-TZVPD.

Summary:
SMILES string: COc1ccc(CCNC(=O)C[C@@H]2Nc3cc(C)c(C)cc3NC2=O)cc1OC
LUMO energy in eV: 0.66
E_HOMO in eV: -7.73

ORCA input file:
```
! wB97M-V def2-TZVPD RIJCOSX def2/J DEFGRID3
* xyz 0 1
C 1.9970 -0.8184 3.3597
H 1.2445 -1.1900 4.0622
O 1.5992 0.4010 2.7806
C 0.3466 0.4659 2.2085
C -0.3646 -0.6644 1.8271
C -1.6065 -0.5671 1.2294
C -2.1932 0.6696 1.0089
C -1.4862 1.7989 1.3880
C -0.2283 1.7275 1.9783
O 0.3317 2.9440 2.2506
C 1.3645 3.0664 3.2012
H 2.3045 2.6391 2.8451
H 1.4873 4.1391 3.3518
H 1.0951 2.5965 4.1506
H -1.8914 2.7877 1.2445
C -3.5732 0.7537 0.4163
H -3.8160 -0.2050 -0.0435
H -4.3007 0.9416 1.2110
C -3.7307 1.8457 -0.6505
N -2.7021 1.7731 -1.6637
C -2.6242 0.7377 -2.5158
O -3.4563 -0.1454 -2.5983
C -1.3937 0.7810 -3.4187
H -1.5889 0.1459 -4.2842
H -1.2104 1.8022 -3.7530
C -0.1499 0.2730 -2.6887
N -0.4237 -0.9489 -1.9677
C 0.6279 -1.4914 -1.2672
C 0.7777 -2.8499 -1.0217
C 1.8642 -3.3411 -0.3125
C 2.8367 -2.4564 0.1639
C 2.6690 -1.0925 -0.0432
C 1.5755 -0.6062 -0.7346
N 1.3427 0.7687 -0.8713
C 0.4064 1.2893 -1.6836
O 0.0807 2.4620 -1.6545
H 1.7830 1.3916 -0.2062
H 3.3929 -0.3942 0.3522
C 4.0455 -2.9646 0.8926
H 4.6444 -3.5989 0.2392
H 4.6659 -2.1386 1.2309
H 3.7615 -3.5628 1.7584
C 1.9985 -4.8151 -0.0779
H 2.0294 -5.0348 0.9891
H 1.1619 -5.3524 -0.5163
H 2.9213 -5.1911 -0.5183
H 0.0291 -3.5318 -1.3985
H -1.0724 -1.5847 -2.4068
H 0.6548 0.1190 -3.4402
H -1.8882 2.3667 -1.5622
H -3.6959 2.8407 -0.2066
H -4.7001 1.7097 -1.1399
H -2.1212 -1.4693 0.9368
H 0.0640 -1.6419 1.9785
H 2.9182 -0.5983 3.8985
H 2.1956 -1.5795 2.6008
*
```

Atom charges from the Mulliken analysis, given in e for atoms 1 to 2: number 1, C, carries -0.8559; number 2, H, carries 0.4136


x:
Below is a single C22H27N3O4 molecule, with properties calculated with ωB97M-V/def2-TZVPD.

Summary:
SMILES string: CC(C)OCCCNC(=O)C(=O)N/N=C/c1ccc(OCc2ccccc2)cc1
LUMO energy in eV: 0.31
E_HOMO in eV: -8.07

ORCA input file:
```
! wB97M-V def2-TZVPD RIJCOSX def2/J DEFGRID3
* xyz 0 1
C 9.5517 0.0916 -1.7143
H 9.0425 -0.8198 -2.0165
H 10.6243 -0.0794 -1.7304
H 9.3034 0.8769 -2.4228
C 9.1039 0.5085 -0.3168
C 9.8479 1.7639 0.1445
H 9.5082 2.0739 1.1302
H 10.9159 1.5695 0.1918
H 9.6633 2.5754 -0.5545
O 7.7022 0.7445 -0.3794
C 6.9896 0.5593 0.8204
C 6.6155 -0.9087 1.0705
H 6.0301 -0.9740 1.9883
C 5.8164 -1.4952 -0.0970
N 4.5161 -0.8876 -0.2254
C 3.3845 -1.4383 0.2156
O 3.2621 -2.5410 0.7238
C 2.1784 -0.5132 0.0029
O 2.3056 0.5989 -0.4823
N 1.0509 -1.1122 0.4329
N -0.2361 -0.7013 0.4784
C -0.6010 0.4362 0.0247
C -1.9871 0.8395 0.1024
C -2.3805 2.0801 -0.4085
C -3.6930 2.4839 -0.3374
C -4.6585 1.6604 0.2492
C -4.2762 0.4195 0.7571
C -2.9582 0.0209 0.6814
H -2.6558 -0.9376 1.0719
H -5.0022 -0.2430 1.2013
O -5.9195 2.1632 0.2751
C -6.9453 1.4129 0.8898
C -7.3045 0.1376 0.1649
C -7.8584 -0.9280 0.8630
C -8.2053 -2.0916 0.2006
C -7.9950 -2.2033 -1.1636
C -7.4427 -1.1445 -1.8634
C -7.1031 0.0231 -1.2035
H -6.6739 0.8512 -1.7481
H -7.2769 -1.2259 -2.9274
H -8.2607 -3.1142 -1.6790
H -8.6357 -2.9147 0.7516
H -8.0174 -0.8441 1.9292
H -7.8091 2.0885 0.8857
H -6.6879 1.1963 1.9360
H -4.0060 3.4399 -0.7273
H -1.6442 2.7272 -0.8624
H 0.0861 1.1473 -0.4298
H 1.1931 -2.0474 0.8144
H 4.4421 0.0488 -0.6037
H 5.6540 -2.5635 0.0655
H 6.3708 -1.3396 -1.0257
H 7.5211 -1.5038 1.1997
H 7.5541 0.9434 1.6801
H 6.0817 1.1602 0.7159
H 9.3104 -0.3108 0.3885
*
```

Atom charges from the Mulliken analysis, given in e for atoms 1 to 2: number 1, C, carries -1.4522; number 2, H, carries 0.3374


Which of them is the least stable? Correct choice: x.


w:
Below is a 2-piece molecular cluster, C4H4ClOP overall, with properties calculated with ωB97M-V/def2-TZVPD.

Summary:
LUMO energy (alpha / beta) in eV: -1.16 / -1.40
E_HOMO (alpha / beta) in eV: -8.87 / -7.86

ORCA input file:
```
! wB97M-V def2-TZVPD RIJCOSX def2/J DEFGRID3
* xyz 0 1
C -0.2154 -1.1612 -0.0165
C -0.7431 0.1601 -0.2362
C 1.1342 -1.2556 -0.1610
C -1.9080 0.5998 0.0432
O 2.8057 2.3814 0.7715
P 2.1804 1.7089 -0.3654
Cl 2.1550 -2.5475 0.0580
H -0.7630 -2.1064 0.0268
H 0.1143 0.7552 -0.3505
H -2.1309 1.6734 -0.0300
H -2.6291 -0.2080 0.2601
*
```

Atom charges from the Mulliken analysis, given in e for atoms 1 to 2: number 1, C, carries 0.0194; number 2, C, carries 0.6883


x:
Below is a single C4H4ClOP molecule, with properties calculated with ωB97M-V/def2-TZVPD.

Summary:
SMILES string: ClC#P1C=CCO1
LUMO energy (alpha / beta) in eV: -1.17 / -1.16
E_HOMO (alpha / beta) in eV: -8.55 / -8.54

ORCA input file:
```
! wB97M-V def2-TZVPD RIJCOSX def2/J DEFGRID3
* xyz 0 1
C -0.0526 -0.7749 0.8263
C 1.1190 -0.5679 0.3047
C -2.1464 0.3572 -0.6320
C 1.0978 0.7279 -0.4944
O 0.1379 1.5735 0.0444
P -1.0989 0.8129 0.7251
Cl -3.4856 -0.7963 -0.1967
H -0.3699 -1.7535 1.2067
H 2.0031 -1.2959 0.2158
H 1.9714 1.2980 -0.4708
H 0.8242 0.4191 -1.5290
*
```

Atom charges from the Mulliken analysis, given in e for atoms 1 to 2: number 1, C, carries -0.4108; number 2, C, carries -0.1520


Which of them is the least stable? Correct choice: w.


w:
Below is a 2-piece molecular cluster, C3H10NO2 overall, with properties calculated with ωB97M-V/def2-TZVPD.

Summary:
LUMO energy in eV: 4.21
E_HOMO in eV: -2.80

ORCA input file:
```
! wB97M-V def2-TZVPD RIJCOSX def2/J DEFGRID3
* xyz -1 1
C 0.0292 -0.8186 -1.8462
N 0.4144 -0.0278 -0.6838
C -0.3328 -0.5133 0.6897
C -1.7336 0.2993 0.7020
O -1.5620 1.5385 0.3464
H 0.4644 -0.2516 -2.6989
H -1.0627 -0.9924 -2.0071
H 0.4496 -1.8406 -1.6540
H -0.1338 0.8769 -0.7221
H 0.2015 -0.2664 1.5805
H -0.5200 -1.6688 0.6687
H -2.1795 0.0305 1.7178
H -2.2795 -0.2616 -0.0511
H 2.3658 -0.7019 1.4244
H 2.2687 -0.0317 0.0121
O 2.7804 -0.1013 0.8089
*
```

Atom charges from the Mulliken analysis, given in e for atoms 1 to 2: number 1, C, carries -0.8286; number 2, N, carries -0.3412


x:
Below is a 2-piece molecular cluster, C3H10NO2 overall, with properties calculated with ωB97M-V/def2-TZVPD.

Summary:
LUMO energy in eV: 4.46
E_HOMO in eV: -3.42

ORCA input file:
```
! wB97M-V def2-TZVPD RIJCOSX def2/J DEFGRID3
* xyz -1 1
N -0.3165 1.2159 2.1844
C -1.2632 1.3184 1.0804
O -0.6820 1.6551 -0.1463
H 0.4581 0.6723 1.8016
H 0.0533 2.1331 2.3686
H -1.8022 0.3632 1.0099
H -1.9925 2.1004 1.3285
C 0.9837 -1.2439 -0.4913
O 1.3068 0.0569 -0.1592
C 0.3470 -1.4137 -1.8745
H 1.9079 -1.8628 -0.4800
H 0.3086 -1.6661 0.2844
H 0.1354 0.9846 -0.2554
H 1.0612 -1.1222 -2.6456
H 0.0112 -2.4411 -2.0433
H -0.5166 -0.7500 -1.9621
*
```

Atom charges from the Mulliken analysis, given in e for atoms 1 to 2: number 1, N, carries -0.7071; number 2, C, carries -0.2989


y:
Below is C3H10NO2 as an isolated structure, with properties calculated with ωB97M-V/def2-TZVPD.

Summary:
LUMO energy in eV: 3.84
E_HOMO in eV: -3.17

ORCA input file:
```
! wB97M-V def2-TZVPD RIJCOSX def2/J DEFGRID3
* xyz -1 1
C 0.8982 0.3773 0.9035
O 2.5660 0.3670 0.2639
C 0.2275 -0.7352 0.1010
C 0.1671 -0.2452 -1.3596
N -1.1165 -1.0941 0.5298
H 1.2009 0.0678 1.8924
H 0.1977 1.2106 1.0735
H 0.8656 -1.6122 0.1408
H -0.3481 0.7099 -1.4282
H -0.3877 -1.0002 -1.9385
H 1.1809 -0.1636 -1.7063
H -1.1239 -1.1421 1.5479
H -1.8122 -0.3685 0.2294
H 1.7689 1.0560 0.3413
H -2.6113 1.3212 -1.2419
O -2.4487 1.1311 -0.3122
*
```

Atom charges from the Mulliken analysis, given in e for atoms 1 to 2: number 1, C, carries -0.7424; number 2, O, carries -0.5600


Which of them is the least stable? Correct choice: y.


w:
Below is a 2-piece molecular cluster, C3H10NO2 overall, with properties calculated with ωB97M-V/def2-TZVPD.

Summary:
LUMO energy in eV: 4.09
E_HOMO in eV: -3.48

ORCA input file:
```
! wB97M-V def2-TZVPD RIJCOSX def2/J DEFGRID3
* xyz -1 1
C 0.7966 0.6043 0.7322
N 0.9429 -0.1512 -0.5037
C 0.6568 -1.5862 -0.2777
O -0.5329 -1.8559 0.3275
C 0.2317 1.9958 0.4815
H 1.7736 0.6976 1.2091
H 0.1219 0.0323 1.3713
H 0.2569 0.1837 -1.1658
H 0.7571 -2.0743 -1.2692
H 1.5225 -1.9713 0.2926
H 0.7047 2.4763 -0.3700
H -0.8371 1.9561 0.2923
H 0.3916 2.6118 1.3721
H -2.7852 -0.3469 -0.7926
H -1.5870 -1.4225 -0.5344
O -2.4141 -1.1496 -1.1651
*
```

Atom charges from the Mulliken analysis, given in e for atoms 1 to 2: number 1, C, carries -0.1440; number 2, N, carries -0.5433


x:
Below is a 2-piece molecular cluster, C3H10NO2 overall, with properties calculated with ωB97M-V/def2-TZVPD.

Summary:
LUMO energy in eV: 4.14
E_HOMO in eV: -3.08

ORCA input file:
```
! wB97M-V def2-TZVPD RIJCOSX def2/J DEFGRID3
* xyz -1 1
C 0.5575 1.4592 -0.2119
N -0.3335 0.2437 -0.2716
C 0.0632 -0.8503 0.7138
C 1.3071 -1.5572 0.1076
O 0.9155 -2.0110 -1.1005
H -0.0292 2.3357 -0.3115
H 1.3292 1.2931 -0.9877
H 1.1274 1.5648 0.8291
H -0.0525 -0.4358 -1.0540
H -0.7483 -1.6119 0.6384
H 0.2264 -0.4354 1.7611
H 1.6415 -2.4391 0.8447
H 2.1579 -0.7363 0.1312
H -3.4593 0.6951 -0.6263
H -1.8845 1.0324 -0.2026
O -2.8185 1.4530 -0.2597
*
```

Atom charges from the Mulliken analysis, given in e for atoms 1 to 2: number 1, C, carries -0.8536; number 2, N, carries -0.4768


Which of them is the least stable? Correct choice: x.